A single C3H3BrO molecule at a distorted geometry, computed with wB97M-V/def2-TZVPD.

Results
highest occupied orbital energy (alpha / beta)	-0.2974 / -0.3738	hartree
2S+1	3
molecular weight	135.0	g/mol
LUMO energy (alpha / beta)	0.3 / -1.4	eV
expectation value of S²	2.023
energy relative to the best compared isomer or geometry (same formula, charge and spin)	13.2	kJ/mol
total energy	-75244.7145	eV

Last column: natural (NBO) charge in e.
Element x y z (Å)
H  1.63527  -0.20647  1.01132  0.264
H  0.89473  -1.25285  -0.31939  0.230
C  -1.47352  -0.05966  0.49752  -0.081
O  -0.44815  1.62084  -0.22526  -0.463
C  -0.26292  0.40649  -0.04875  0.346
Br  -3.08771  -0.60452  -0.15857  0.160
C  1.05717  -0.26813  0.00990  -0.701
H  1.68513  0.36431  -0.76677  0.245